(1)
CH3N2O2S | ωB97M-V/def2-TZVPD

Values from the calculation:
Gap between HOMO and LUMO (alpha / beta) ... 5.844 / 7.228 eV
ΔE to the lowest compared entry with this formula, charge and spin ... 106.3 kcal per mole
Spin multiplicity ... 1
LUMO energy (alpha / beta) ... 3.864 / 3.898 eV
E ... -697.96835 Ha
Net charge ... -1

XYZ file:
```
9
CH3N2O2S | OMol25 | ωB97M-V/def2-TZVPD
S 2.377 0.254 -0.387
O 2.506 -0.122 1.054
O 2.266 -0.866 -1.347
N -1.167 -0.739 0.271
N -1.605 0.281 -0.632
C -0.542 0.625 0.276
H -0.573 -1.451 -0.214
H -0.715 1.400 1.166
H -2.545 0.618 -0.187
```


(2)
C2H7NO2S | ωB97M-V/def2-TZVPD

Values from the calculation:
Gap between HOMO and LUMO ... 10.341 eV
ΔE to the lowest compared entry with this formula, charge and spin ... 66.0 kcal per mole
Spin multiplicity ... 1
LUMO energy ... 0.436 eV
E ... -683.74064 Ha

XYZ file:
```
13
C2H7NO2S | OMol25 | ωB97M-V/def2-TZVPD
S 2.397 0.252 0.657
O 3.152 0.277 -0.532
O 1.209 1.448 0.614
N 1.147 -1.935 1.203
C -2.303 0.467 -0.640
C 1.158 -1.002 0.305
H -2.724 1.458 -0.867
H -1.445 0.250 -1.210
H 0.339 -2.651 0.965
H 0.474 -0.932 -0.571
H 1.681 2.304 0.731
H -1.936 0.292 0.311
H -3.149 -0.228 -0.966
```


(3)
H3OPS | ωB97M-V/def2-TZVPD

Values from the calculation:
Gap between HOMO and LUMO ... 10.667 eV
ΔE to the lowest compared entry with this formula, charge and spin ... 21.0 kcal per mole
Spin multiplicity ... 1
LUMO energy ... 0.670 eV
E ... -816.54890 Ha

XYZ file:
```
6
H3OPS | OMol25 | ωB97M-V/def2-TZVPD
S 0.266 -0.184 1.563
P 0.157 0.204 -0.425
O -0.504 -1.028 -0.764
H 1.395 0.799 -0.811
H -0.651 -1.132 1.004
H -0.663 1.342 -0.567
```


(4)
C19H25ClN5O4PtSSi | ωB97M-V/def2-TZVPD

Values from the calculation:
Gap between HOMO and LUMO ... 6.936 eV
ΔE to the lowest compared entry with this formula, charge and spin ... 51.2 kcal per mole
Spin multiplicity ... 1
LUMO energy ... 2.615 eV
E ... -2580.81277 Ha
Net charge ... -1

XYZ file:
```
57
C19H25ClN5O4PtSSi | OMol25 | ωB97M-V/def2-TZVPD
Pt 0.312 -1.131 0.337
Cl -2.104 -3.304 0.726
S 2.072 -3.005 0.399
Si 1.493 1.432 -1.559
O -1.927 -2.080 1.454
O -2.415 -4.355 1.626
O -0.896 -3.590 0.026
O -3.170 -3.143 -0.212
N -3.922 -2.090 -4.183
N 1.712 -1.106 2.102
N -0.967 -1.160 -1.417
N 2.943 -2.976 2.902
N 0.540 1.088 -0.185
C 3.119 -2.335 4.037
C 1.545 0.993 3.306
C -1.821 1.979 2.449
C -0.920 3.989 1.530
C -0.733 -2.041 -2.384
C -0.231 1.855 0.607
C -1.681 -2.386 -3.319
C 0.429 1.270 -3.155
C -2.952 -1.814 -3.245
C 2.337 3.159 -1.739
C 1.974 -0.430 3.209
C 2.695 -1.032 4.241
C -0.193 3.261 0.614
C -3.180 -0.884 -2.229
C 2.256 -2.344 1.949
C -1.107 1.241 1.529
C -1.729 3.364 2.467
C 2.876 0.121 -1.572
C -2.167 -0.593 -1.343
H -1.451 -3.102 -4.093
H 3.331 0.020 -2.553
H 3.106 3.129 -2.506
H -2.325 0.115 -0.539
H 0.794 1.898 -3.961
H -0.593 1.571 -2.947
H -4.868 -1.934 -3.868
H 0.440 3.762 -0.098
H 0.461 1.075 3.346
H 2.915 -0.492 5.146
H 1.864 1.519 2.408
H -2.445 1.466 3.169
H -1.187 0.151 1.524
H 3.649 -2.882 4.807
H 3.663 0.339 -0.857
H -3.803 -2.957 -4.686
H 2.811 3.486 -0.818
H 2.445 -0.841 -1.296
H -4.151 -0.427 -2.122
H 1.620 3.920 -2.034
H 1.982 1.462 4.186
H -2.269 3.946 3.201
H 0.403 0.248 -3.514
H -0.831 5.069 1.530
H 0.250 -2.491 -2.394
```


(5)
C19H20F4MnN2O2 | ωB97M-V/def2-TZVPD

Values from the calculation:
Gap between HOMO and LUMO (alpha / beta) ... 6.805 / 7.387 eV
ΔE to the lowest compared entry with this formula, charge and spin ... 17.7 kcal per mole
Spin multiplicity ... 2
LUMO energy (alpha / beta) ... -0.883 / -0.355 eV
E ... -2546.35860 Ha

XYZ file:
```
48
C19H20F4MnN2O2 | OMol25 | ωB97M-V/def2-TZVPD
Mn 0.071 -0.744 -0.223
F 4.834 0.920 0.754
F 2.888 4.807 2.549
F 2.317 -0.073 0.196
F 0.445 3.905 2.056
O 0.611 -4.593 -1.534
O 0.672 -2.592 -0.572
N 0.151 1.301 0.654
N -2.208 -0.157 0.312
C 1.111 -2.901 -5.319
C -2.530 -1.638 -1.644
C 0.960 -0.720 -4.325
C 2.762 3.606 1.959
C 2.494 1.167 0.778
C 0.861 -2.686 -2.933
C 1.292 1.877 1.039
C -2.374 -0.586 1.708
C 1.005 -3.478 -4.066
C 1.494 3.132 1.683
C -3.207 -0.786 -0.573
C 0.713 -3.381 -1.575
C 3.911 2.892 1.651
C 0.842 -1.302 -3.074
C -1.892 -2.021 1.900
C 1.087 -1.521 -5.450
C -2.244 1.306 0.164
C 3.749 1.648 1.058
C -1.090 2.012 0.882
H -3.424 -0.484 2.024
H -1.760 0.059 2.338
H 1.209 -3.524 -6.195
H -3.813 -0.010 -1.056
H -1.039 3.038 0.494
H 4.888 3.286 1.866
H -2.528 -2.730 1.379
H -1.772 -1.040 -2.174
H -1.889 -2.280 2.956
H -2.055 -2.513 -1.196
H -3.884 -1.412 0.016
H -2.157 1.524 -0.906
H -3.195 1.716 0.535
H -0.857 -2.122 1.516
H -3.258 -1.985 -2.374
H -1.298 2.084 1.958
H 0.954 0.356 -4.424
H 1.166 -1.065 -6.426
H 0.756 -0.620 -2.185
H 1.024 -4.551 -3.939
```


(6)
C6H14IOP | ωB97M-V/def2-TZVPD

Values from the calculation:
Gap between HOMO and LUMO (alpha / beta) ... 6.650 / 7.695 eV
ΔE to the lowest compared entry with this formula, charge and spin ... 24.9 kcal per mole
Spin multiplicity ... 1
LUMO energy (alpha / beta) ... -1.383 / -0.434 eV
E ... -951.22051 Ha

XYZ file:
```
23
C6H14IOP | OMol25 | ωB97M-V/def2-TZVPD
I 2.477 0.368 -1.020
P 0.150 -0.464 -1.231
O -0.055 -1.089 -2.524
C 0.379 -1.197 1.381
C 0.197 -1.917 0.066
C 0.015 2.803 -0.419
C -1.854 1.568 0.751
C 1.331 -2.848 -0.494
C -1.170 2.015 -0.487
H 0.976 -3.112 -1.507
H -1.337 0.942 1.482
H -0.688 -2.513 0.069
H 1.331 -3.815 0.010
H -2.666 0.914 0.473
H 0.617 2.912 -1.343
H 1.067 -1.774 2.055
H 0.755 2.409 0.290
H 0.732 -0.194 1.262
H -1.607 2.091 -1.497
H 2.328 -2.299 -0.361
H -0.450 -1.022 2.011
H -2.323 2.381 1.250
H -0.205 3.841 -0.218
```


(7)
C2H11N2O2 | ωB97M-V/def2-TZVPD

Values from the calculation:
Gap between HOMO and LUMO ... 9.193 eV
ΔE to the lowest compared entry with this formula, charge and spin ... 47.9 kcal per mole
Spin multiplicity ... 1
LUMO energy ... -3.302 eV
E ... -342.51211 Ha
Net charge ... +1

XYZ file:
```
17
C2H11N2O2 | OMol25 | ωB97M-V/def2-TZVPD
O 1.200 1.898 0.208
O 2.161 1.330 2.945
N -1.937 -1.367 -2.336
N 0.269 -0.763 0.562
C -0.751 -0.787 -1.591
C -0.629 -1.213 -0.307
H -2.351 -2.185 -1.898
H -1.809 -1.213 -3.336
H 2.088 2.220 3.317
H 1.260 2.840 0.020
H -1.412 -1.871 0.059
H 0.983 1.841 1.137
H 2.797 0.956 3.561
H -0.392 0.091 -2.100
H 0.929 -0.017 0.390
H 0.285 -1.078 1.514
H -2.690 -0.683 -2.146
```


(8)
C35H28F3O5PSV | ωB97M-V/def2-TZVPD

Values from the calculation:
Gap between HOMO and LUMO (alpha / beta) ... 4.957 / 4.206 eV
ΔE to the lowest compared entry with this formula, charge and spin ... 15.2 kcal per mole
Spin multiplicity ... 1
LUMO energy (alpha / beta) ... -11.082 / -11.832 eV
E ... -3708.88185 Ha
Net charge ... +3

XYZ file:
```
74
C35H28F3O5PSV | OMol25 | ωB97M-V/def2-TZVPD
V -0.411 0.135 0.361
S 2.183 -1.635 -0.666
P -1.662 1.979 -0.799
F -1.067 0.616 4.773
F -1.707 -0.137 2.799
F 0.275 -0.577 3.555
O -1.880 -2.144 -1.927
O 0.978 -0.546 -0.447
O -1.702 -0.741 -0.160
O -0.470 2.716 3.059
O 0.236 1.149 1.548
C 1.353 -3.137 -1.293
C 2.024 -2.981 -3.710
C -0.511 2.782 -1.850
C -0.689 2.766 -3.242
C -5.107 0.327 -3.312
C 5.317 -4.692 0.805
C -3.227 2.308 1.379
C 4.633 -5.834 1.199
C 1.480 4.113 -2.078
C -2.657 5.033 1.634
C 0.211 3.450 -4.038
C -3.982 2.135 -2.177
C -3.157 -0.130 -1.996
C -0.257 1.605 2.772
C 4.658 -3.475 0.747
C 2.105 -3.642 -2.488
C 3.313 -3.398 1.098
C 2.894 -4.777 -2.358
C 3.586 -5.264 -3.459
C 2.722 -3.464 -4.803
C -3.540 4.399 2.508
C -2.232 -1.134 -1.450
C -2.020 4.312 0.643
C 3.294 -5.759 1.563
C 0.593 3.436 -1.267
C 3.504 -4.605 -4.675
C -0.674 0.358 3.573
C -5.018 1.672 -2.983
C -3.830 3.040 2.378
C 2.617 -2.077 1.081
C 2.630 -4.544 1.503
C -4.173 -0.578 -2.824
C -2.317 2.945 0.509
C 1.284 4.124 -3.459
C -3.041 1.235 -1.685
H -1.528 2.250 -3.691
H 5.196 -2.583 0.441
H 2.773 -6.643 1.905
H -5.914 -0.022 -3.942
H 1.979 4.661 -4.092
H 1.590 -4.484 1.809
H 3.255 -1.255 1.404
H 5.143 -6.787 1.220
H -2.471 6.095 1.725
H 1.669 -2.080 1.624
H -4.535 2.567 3.049
H -4.243 -1.632 -3.063
H 1.365 -3.851 -0.471
H 1.397 -2.099 -3.814
H -3.478 1.260 1.251
H 2.657 -2.958 -5.757
H 6.369 -4.749 0.556
H 4.058 -4.977 -5.527
H 0.078 3.462 -5.111
H -1.334 4.807 -0.029
H 0.744 3.421 -0.193
H 0.331 -2.819 -1.514
H 4.189 -6.157 -3.366
H -3.909 3.191 -1.944
H -4.012 4.972 3.296
H 2.322 4.635 -1.644
H 2.955 -5.291 -1.404
H -5.751 2.372 -3.359
```


(9)
C39H48ClN9O4V | ωB97M-V/def2-TZVPD

Values from the calculation:
Gap between HOMO and LUMO (alpha / beta) ... 7.236 / 6.981 eV
ΔE to the lowest compared entry with this formula, charge and spin ... 0.0 kcal per mole
Spin multiplicity ... 3
LUMO energy (alpha / beta) ... -2.886 / -3.193 eV
E ... -3712.85552 Ha
Net charge ... +1

XYZ file:
```
102
C39H48ClN9O4V | OMol25 | ωB97M-V/def2-TZVPD
V 0.761 0.166 -0.456
Cl -3.171 -3.674 5.968
O 0.842 1.176 1.348
O -1.104 0.641 0.554
O 0.169 -1.599 0.327
O -2.208 1.413 3.152
N 0.036 -2.696 -2.362
N 2.135 -1.726 1.493
N -0.305 -0.405 -2.200
N 0.138 2.090 -1.367
N -2.120 -1.847 -2.490
N 1.154 3.758 -0.070
N -1.065 3.999 -0.636
N 2.635 0.444 -1.652
N 2.429 -0.837 0.533
C -1.298 -0.416 4.505
C -0.801 -1.625 -2.354
C 3.633 -0.581 0.258
C 3.864 1.215 -3.522
C -3.074 -0.828 -2.002
C 0.937 -3.737 3.207
C -1.194 0.394 -4.373
C 1.438 -2.436 -2.638
C -1.023 1.941 2.581
C -2.392 3.401 -0.799
C -2.298 0.147 3.699
C 0.266 -4.652 3.997
C -3.774 -1.706 4.200
C 1.093 4.374 1.221
C 0.883 -2.064 1.286
C -2.810 -2.229 5.056
C 0.276 -3.113 2.153
C -0.282 -3.931 -1.669
C -3.502 -0.509 3.528
C 5.076 0.948 -2.855
C -0.528 1.955 -2.616
C -0.880 3.002 -3.480
C 5.062 0.414 -1.568
C -1.064 -4.966 3.750
C -1.576 -1.602 5.168
C 3.812 0.140 -1.009
C 2.662 0.972 -2.889
C -2.681 -2.952 -3.255
C 0.029 0.246 4.767
C -0.715 0.621 -3.073
C 4.824 -1.122 1.013
C -1.033 5.453 -0.584
C -0.428 1.178 1.449
C -1.578 1.446 -5.184
C -1.051 -3.481 1.883
C 0.067 3.239 -0.698
C 2.488 3.287 -0.449
C -1.417 2.743 -4.737
C -1.722 -4.400 2.673
H -0.103 1.251 5.206
H -1.730 5.849 -1.319
H 2.018 -2.257 -1.732
H 1.714 1.259 -3.361
H 1.864 -3.271 -3.173
H 0.525 -4.152 -0.981
H -1.176 -3.748 -1.071
H -3.905 -1.352 -1.496
H 1.517 -1.559 -3.299
H -1.565 -2.963 1.094
H -0.248 2.162 3.327
H -3.030 3.783 0.018
H -0.720 4.033 -3.177
H -3.462 -2.543 -3.866
H -2.557 -0.200 -1.268
H -2.348 2.325 -0.745
H -2.811 3.699 -1.751
H -3.437 -0.238 -2.850
H 5.517 -0.306 1.348
H 2.781 2.388 0.091
H 0.653 0.333 3.882
H 2.577 3.134 -1.524
H 1.526 5.374 1.245
H -1.280 -0.632 -4.726
H -0.015 5.802 -0.794
H -0.780 -2.021 5.783
H 3.177 4.103 -0.186
H 5.460 -1.776 0.383
H 5.959 0.261 -1.036
H 6.005 1.188 -3.373
H -1.653 3.593 -5.396
H 1.963 -3.497 3.437
H 0.790 -5.089 4.826
H -1.324 5.839 0.419
H 4.460 -1.646 1.894
H -1.995 1.280 -6.178
H -0.404 -4.775 -2.335
H -3.129 -3.737 -2.628
H 1.647 3.761 1.925
H -1.912 -3.410 -3.882
H 0.040 4.446 1.538
H -2.755 -4.646 2.415
H 3.838 1.694 -4.507
H -4.253 -0.055 2.906
H -1.565 -5.672 4.390
H -4.738 -2.210 4.099
H -1.376 2.890 2.167
H 0.624 -0.357 5.479
```


(10)
C29H54CaO27 | ωB97M-V/def2-TZVPD

Values from the calculation:
Gap between HOMO and LUMO ... 11.659 eV
Spin multiplicity ... 1
LUMO energy ... -3.414 eV
E ... -3846.30376 Ha
Net charge ... +2

XYZ file:
```
111
C29H54CaO27 | OMol25 | ωB97M-V/def2-TZVPD
Ca 0.010 -0.420 -0.186
O -4.019 -2.708 -0.300
O 2.943 -3.401 0.277
O 1.137 -1.397 -4.286
O -3.107 -2.523 -2.276
O 1.070 -2.558 -0.508
O -3.710 1.725 1.663
O -3.591 0.826 -2.452
O -2.997 2.834 -0.094
O 2.547 -0.169 0.593
O -1.414 0.509 -2.145
O 1.478 -4.761 -0.648
O 0.481 1.259 1.840
O -0.300 -1.529 1.847
O -1.572 -2.963 2.906
O -1.955 0.978 0.474
O -0.499 0.954 3.807
O -1.923 -1.913 -0.503
O 4.255 -0.821 1.861
O 2.758 -0.079 -3.850
O 4.612 0.661 0.245
O 0.444 2.878 3.407
O 0.126 4.083 -0.553
O 0.293 -2.304 3.854
O 1.183 -0.452 -2.260
O -2.180 1.514 -3.977
O 1.023 3.461 -2.460
O 0.740 1.925 -0.831
C 1.767 -3.514 -0.305
C 0.155 1.675 2.911
C 0.862 3.892 2.490
C 1.643 -0.577 -3.385
C -1.696 -4.120 3.712
C -3.947 3.847 0.251
C 0.621 6.428 -0.733
C -4.310 -2.974 -2.870
C 5.661 -0.519 2.002
C 5.902 0.445 0.831
C -2.328 0.885 -2.816
C 3.692 -0.056 0.903
C -0.052 -2.123 -3.971
C 3.556 -4.517 0.922
C 6.478 -1.780 1.973
C 1.597 -1.749 3.828
C 0.192 -4.985 -1.232
C -4.638 0.752 -3.419
C -0.933 1.477 -4.642
C 0.659 3.043 -1.201
C 3.558 0.787 -3.066
C -0.055 5.212 -1.384
C -0.749 1.405 5.145
C -3.469 0.793 2.710
C -4.197 -2.247 1.052
C 0.553 4.755 -2.741
C -0.476 -2.237 2.799
C -2.947 -2.349 -0.980
C -2.799 1.787 0.694
H 1.697 6.312 -0.883
H 3.044 -5.475 0.880
H -0.518 -4.183 -1.048
H -3.294 -1.806 1.453
H -1.406 -3.867 4.737
H -4.927 3.385 0.348
H 0.202 1.421 5.684
H 1.412 4.608 3.094
H 1.813 -1.177 4.730
H 6.668 0.056 0.160
H 6.403 -2.421 2.853
H 3.079 1.070 -2.133
H 3.727 -4.242 1.962
H 0.411 6.464 0.332
H -0.642 0.477 -4.961
H 5.810 0.056 2.917
H 0.036 4.301 1.914
H 0.139 -3.061 -3.451
H -1.047 -4.936 3.395
H 2.321 -2.565 3.866
H 6.228 1.423 1.181
H 4.549 -4.717 0.517
H 1.783 -1.120 2.960
H -1.354 0.643 5.625
H -3.645 1.316 3.645
H -2.516 0.263 2.727
H -4.568 -0.212 -3.918
H 0.286 -5.164 -2.304
H 0.331 7.345 -1.242
H 1.365 5.452 -2.957
H -5.053 -1.573 1.013
H -1.120 2.425 5.129
H -4.147 -0.061 2.621
H -0.762 -1.516 -3.415
H -0.450 -2.410 -4.943
H 3.804 1.672 -3.648
H -4.536 -3.113 1.618
H -3.936 4.528 -0.595
H -0.153 -5.935 -0.826
H -2.720 -4.472 3.796
H -4.107 -2.970 -3.940
H -4.608 -3.985 -2.592
H -5.190 -2.341 -2.742
H -5.608 0.862 -2.939
H 4.511 0.344 -2.783
H -4.642 1.575 -4.134
H 6.136 -2.400 1.142
H -0.151 4.857 -3.566
H -1.122 5.395 -1.482
H -0.981 2.094 -5.538
H 7.534 -1.509 1.945
H -3.622 4.432 1.111
H -0.168 1.950 -4.022
H 1.573 3.458 1.783
```


(11)
C5H16N2O | ωB97M-V/def2-TZVPD

Values from the calculation:
Gap between HOMO and LUMO ... 8.642 eV
ΔE to the lowest compared entry with this formula, charge and spin ... 16.6 kcal per mole
Spin multiplicity ... 1
LUMO energy ... 0.510 eV
E ... -384.83158 Ha

XYZ file:
```
24
C5H16N2O | OMol25 | ωB97M-V/def2-TZVPD
O -2.651 -0.509 0.543
N -0.548 1.216 -1.853
N 0.144 1.519 0.516
C 1.142 0.628 1.108
C 1.383 -1.864 -0.858
C 0.644 -0.785 1.354
C 0.246 -1.674 0.172
C 0.275 1.927 -0.865
H -0.278 -0.720 1.947
H -1.518 1.378 -1.608
H 1.727 -0.907 -1.238
H 1.945 0.622 0.372
H -2.675 -1.271 1.128
H 1.004 -2.496 -1.660
H -0.364 0.227 -1.746
H 1.315 -1.367 1.997
H -0.047 2.961 -0.969
H -0.816 1.259 0.717
H 1.322 1.855 -1.163
H -0.035 -2.636 0.595
H -3.380 -0.617 -0.081
H 1.483 1.031 2.058
H -0.587 -1.322 -0.430
H 2.221 -2.408 -0.402
```


Please write out number 1 again, unchanged.
CH3N2O2S | ωB97M-V/def2-TZVPD

Values from the calculation:
Gap between HOMO and LUMO (alpha / beta) ... 5.844 / 7.228 eV
ΔE to the lowest compared entry with this formula, charge and spin ... 106.3 kcal per mole
Spin multiplicity ... 1
LUMO energy (alpha / beta) ... 3.864 / 3.898 eV
E ... -697.96835 Ha
Net charge ... -1

XYZ file:
```
9
CH3N2O2S | OMol25 | ωB97M-V/def2-TZVPD
S 2.377 0.254 -0.387
O 2.506 -0.122 1.054
O 2.266 -0.866 -1.347
N -1.167 -0.739 0.271
N -1.605 0.281 -0.632
C -0.542 0.625 0.276
H -0.573 -1.451 -0.214
H -0.715 1.400 1.166
H -2.545 0.618 -0.187
```


> E of number 1 (CH3N2O2S)?

-697.96835 Ha